No. 1
C27H34N8O7S2Yb | wB97M-V/def2-TZVPD

HOMO ... -10.9 eV
Multiplicity ... 2
Net charge ... +1
Energy relative to the best compared isomer or geometry (same formula, charge and spin) ... 11.3 kcal/mol
E_LUMO ... -2.789 eV
Orbital gap ... 0.2994 Ha

Each line ends with the Löwdin spin population.
Geometry (Å):
Yb (-0.679, -0.256, 0.336)  0.996
C (2.015, -0.966, 2.602)  0.000
C (2.221, -2.149, 1.660)  0.000
N (1.403, -1.988, 0.452)  0.000
C (0.992, -3.277, -0.116)  0.000
C (-0.073, -3.980, 0.734)  0.000
S (-1.284, -2.881, 1.549)  0.000
C (-0.595, -2.757, 3.244)  0.000
C (-0.195, -1.346, 3.672)  0.000
N (0.599, -0.591, 2.691)  0.000
H (2.427, -1.203, 3.589)  0.000
H (2.555, -0.105, 2.203)  0.000
H (3.284, -2.230, 1.418)  0.000
H (1.937, -3.076, 2.154)  0.000
H (1.947, -1.506, -0.259)  0.000
H (0.585, -3.083, -1.102)  0.000
H (1.843, -3.961, -0.224)  0.000
H (-0.662, -4.631, 0.091)  0.000
H (0.360, -4.601, 1.517)  0.000
H (-1.375, -3.110, 3.916)  0.000
H (0.240, -3.451, 3.315)  0.000
H (-1.101, -0.768, 3.861)  0.000
H (0.340, -1.431, 4.626)  0.000
H (0.568, 0.371, 3.006)  0.000
O (-3.406, -1.426, -5.026)  0.000
C (-4.011, -0.358, -4.551)  0.000
O (-4.962, 0.149, -5.089)  0.000
C (-3.451, 0.265, -3.310)  0.000
C (-3.912, 1.468, -2.829)  0.000
N (-3.197, 1.758, -1.733)  0.000
N (-2.289, 0.822, -1.449)  0.000
C (-2.435, -0.102, -2.397)  0.000
C (-1.629, -1.366, -2.306)  0.001
O (-1.523, -2.100, -3.278)  0.001
O (-1.103, -1.583, -1.156)  0.000
H (-2.643, -1.715, -4.463)  0.000
H (-4.694, 2.096, -3.222)  0.000
H (-3.296, 2.573, -1.156)  0.000
N (-0.587, 3.051, 0.262)  0.000
C (-0.091, 4.254, -0.067)  0.000
C (1.120, 4.030, -0.681)  0.000
C (1.269, 2.638, -0.674)  0.000
N (0.223, 2.044, -0.109)  0.000
H (-1.363, 2.854, 0.870)  0.000
H (-0.608, 5.166, 0.178)  0.000
H (1.801, 4.764, -1.073)  0.000
H (2.082, 2.048, -1.061)  0.000
O (-1.966, 2.423, 4.411)  0.000
C (-3.159, 1.821, 4.254)  0.000
C (-4.127, 2.024, 5.236)  0.000
C (-5.372, 1.444, 5.114)  0.000
C (-5.687, 0.643, 4.016)  0.000
C (-4.734, 0.422, 3.048)  0.000
C (-3.464, 1.004, 3.149)  0.000
C (-2.465, 0.706, 2.114)  0.000
O (-2.701, -0.126, 1.198)  0.001
O (-1.316, 1.282, 2.129)  0.002
H (-1.440, 2.230, 3.614)  0.000
H (-3.869, 2.647, 6.083)  0.000
H (-6.112, 1.618, 5.884)  0.000
H (-6.667, 0.195, 3.931)  0.000
H (-4.938, -0.207, 2.192)  0.000
C (4.785, -0.161, -5.853)  0.000
C (4.509, 0.021, -4.401)  0.000
C (5.454, 0.334, -3.464)  0.000
C (5.049, 0.469, -2.122)  0.000
N (3.791, 0.301, -1.743)  0.000
C (2.855, 0.003, -2.657)  0.000
S (1.234, -0.231, -2.301)  0.000
N (3.238, -0.134, -3.975)  0.000
C (6.049, 0.802, -1.065)  0.000
H (5.834, 0.018, -6.070)  0.000
H (4.177, 0.526, -6.444)  0.000
H (4.530, -1.176, -6.163)  0.000
H (6.486, 0.474, -3.747)  0.000
H (2.500, -0.364, -4.627)  0.000
H (7.007, 1.073, -1.501)  0.000
H (6.191, -0.057, -0.408)  0.000
H (5.680, 1.621, -0.448)  0.000

=====

No. 2
C27H35AlClN2O5S | wB97M-V/def2-TZVPD

HOMO ... -3.1 eV
Net charge ... -1
E_LUMO ... 2.727 eV
Orbital gap ... 0.2126 Ha

Each line ends with the Mulliken charge.
Geometry (Å):
Al (0.537, -0.465, -0.687)  0.583
Cl (-0.317, 1.084, -2.270)  -0.495
N (-1.585, -0.793, -0.602)  0.628
N (2.238, 0.863, -0.996)  0.443
C (-1.965, -2.014, -0.922)  0.746
C (3.139, 0.409, -1.829)  0.900
C (-2.867, 0.007, -0.482)  1.461
C (-3.825, -1.095, -0.057)  -0.854
C (-3.390, 0.530, -1.807)  -1.627
C (-2.727, 1.158, 0.476)  -1.502
H (-3.611, -0.285, -2.509)  0.357
H (-2.673, 1.217, -2.262)  0.303
H (-4.329, 1.060, -1.596)  0.462
H (-2.352, 0.836, 1.445)  0.172
H (-3.721, 1.608, 0.608)  0.519
H (-2.054, 1.911, 0.059)  0.094
C (2.518, 2.336, -0.770)  1.889
C (3.848, 2.521, -1.486)  -0.909
C (2.604, 2.599, 0.711)  -1.940
C (1.523, 3.285, -1.396)  -2.117
H (1.472, 3.147, -2.479)  0.490
H (1.888, 4.305, -1.200)  0.538
H (0.523, 3.182, -0.972)  0.174
H (3.299, 1.895, 1.172)  0.497
H (1.625, 2.487, 1.174)  0.143
H (2.966, 3.625, 0.862)  0.500
O (4.083, 1.255, -2.206)  -0.448
H (4.686, 2.680, -0.798)  0.317
H (3.839, 3.293, -2.261)  0.339
O (-3.233, -2.310, -0.687)  -0.470
H (-4.844, -1.017, -0.446)  0.284
H (-3.832, -1.244, 1.032)  0.365
C (-1.063, -3.019, -1.566)  -1.659
C (3.173, -0.973, -2.414)  -1.479
C (1.895, -1.359, -3.088)  0.399
H (3.312, -1.635, -1.549)  0.251
H (4.032, -1.040, -3.089)  0.398
C (0.732, -1.457, -2.321)  0.373
C (-0.234, -2.405, -2.656)  0.192
H (1.038, -0.946, 1.031)  -0.457
C (-0.402, -2.658, -4.029)  1.211
C (0.573, -2.189, -4.923)  -1.687
C (-1.625, -3.384, -4.496)  -1.675
C (1.751, -1.590, -4.465)  1.237
H (0.438, -2.364, -6.005)  0.182
C (2.849, -1.171, -5.398)  -1.790
H (2.563, -1.321, -6.448)  0.376
H (3.776, -1.737, -5.223)  0.338
H (3.081, -0.106, -5.250)  0.298
H (-1.691, -4.395, -4.069)  0.327
H (-1.636, -3.485, -5.591)  0.376
H (-2.531, -2.837, -4.195)  0.241
H (-1.671, -3.855, -1.929)  0.429
H (-0.395, -3.359, -0.763)  0.320
C (-0.925, 0.694, 8.633)  -1.421
C (-0.940, 0.514, 7.143)  0.874
C (0.279, 0.488, 6.452)  -0.745
C (0.313, 0.416, 5.070)  -0.496
C (-0.880, 0.407, 4.360)  0.455
C (-2.129, 0.344, 5.029)  -0.740
C (-2.131, 0.403, 6.419)  -0.508
S (0.478, 0.093, 2.019)  0.417
O (-0.892, 0.585, 3.011)  -0.063
O (1.721, 0.551, 2.615)  -0.646
O (0.048, 0.927, 0.825)  -0.613
H (-0.298, -0.064, 9.114)  0.315
H (-0.507, 1.672, 8.903)  0.291
H (-1.937, 0.630, 9.040)  0.326
H (1.215, 0.535, 7.000)  0.321
H (1.286, 0.401, 4.577)  0.565
H (-3.044, 0.241, 4.453)  0.386
H (-3.081, 0.377, 6.956)  0.240

=====

No. 3
C27H35BF2N | wB97M-V/def2-TZVPD

HOMO ... -11.3 eV
Net charge ... +1
E_LUMO ... -3.834 eV
Orbital gap ... 0.2754 Ha

Each line ends with the natural charge from an NBO analysis.
Geometry (Å):
C (-3.708, -4.893, 2.421)  -0.641
C (-2.862, -3.715, 2.023)  -0.040
C (-2.925, -2.480, 2.705)  0.394
F (-3.933, -2.227, 3.613)  -0.323
C (-2.054, -1.438, 2.438)  -0.291
C (-1.006, -1.608, 1.525)  0.033
C (0.159, -0.616, 1.413)  -0.353
C (0.463, 0.109, 2.758)  0.054
C (0.295, -0.444, 4.051)  -0.319
C (0.821, 0.227, 5.141)  0.466
F (0.550, -0.282, 6.396)  -0.332
C (1.531, 1.440, 5.029)  -0.083
C (2.171, 2.047, 6.224)  -0.637
C (1.612, 2.009, 3.750)  -0.181
C (1.089, 1.346, 2.648)  -0.241
C (-1.015, -2.768, 0.755)  -0.246
C (-1.988, -3.743, 0.921)  -0.190
H (-3.566, -5.733, 1.725)  0.225
H (-3.418, -5.215, 3.436)  0.239
H (-4.785, -4.655, 2.477)  0.240
H (-2.133, -0.514, 3.009)  0.243
H (1.095, -1.192, 1.185)  0.229
H (-0.321, -1.329, 4.222)  0.244
H (2.798, 2.901, 5.935)  0.223
H (1.413, 2.329, 6.968)  0.239
H (2.826, 1.336, 6.734)  0.236
H (2.167, 2.937, 3.591)  0.222
H (1.172, 1.761, 1.648)  0.194
H (-0.159, -3.014, 0.135)  0.205
H (-1.945, -4.618, 0.252)  0.223
C (2.687, 0.663, -0.902)  -0.639
C (1.815, 1.384, -1.927)  -0.021
C (1.559, 2.853, -1.539)  -0.642
N (0.482, 0.649, -2.225)  -0.555
C (-0.172, 1.514, -3.293)  0.157
C (0.556, 1.674, -4.468)  -0.206
C (0.029, 2.487, -5.489)  -0.195
C (-1.251, 3.075, -5.335)  -0.191
C (-1.975, 2.861, -4.163)  -0.177
C (-1.448, 2.039, -3.142)  -0.238
C (0.793, -0.717, -2.840)  -0.024
C (-0.373, -1.205, -3.678)  -0.637
C (1.108, -1.749, -1.806)  -0.643
B (-0.457, 0.586, -0.980)  0.568
H (0.110, -0.127, 0.470)  0.120
H (3.355, 1.362, -0.374)  0.251
H (2.096, 0.196, -0.102)  0.212
H (3.326, -0.131, -1.343)  0.227
H (2.406, 1.360, -2.865)  0.224
H (2.496, 3.315, -1.155)  0.245
H (1.213, 3.412, -2.438)  0.237
H (0.807, 2.925, -0.727)  0.229
H (1.544, 1.215, -4.644)  0.223
H (0.616, 2.626, -6.406)  0.238
H (-1.643, 3.716, -6.137)  0.241
H (-2.975, 3.288, -4.012)  0.241
H (-2.011, 1.853, -2.231)  0.245
H (1.690, -0.564, -3.447)  0.217
H (-0.156, -2.194, -4.085)  0.242
H (-1.278, -1.331, -3.083)  0.229
H (-0.592, -0.561, -4.526)  0.235
H (1.092, -2.734, -2.277)  0.251
H (2.049, -1.617, -1.266)  0.230
H (0.306, -1.780, -1.084)  0.220
H (-0.661, 1.672, -0.479)  -0.072
H (-1.485, 0.029, -1.135)  -0.076

=====

No. 4
C27H35BrCl2NOSSe2Yb | wB97M-V/def2-TZVPD

HOMO (spin up / spin down) ... -12.9 / -12.9 eV
Multiplicity ... 2
Net charge ... +2
Energy relative to the best compared isomer or geometry (same formula, charge and spin) ... 6.1 kcal/mol
E_LUMO (spin up / spin down) ... -5.337 / -6.397 eV
Orbital gap (spin up / spin down) ... 0.2788 / 0.2399 Ha

Each line ends with the Löwdin spin population.
Geometry (Å):
Yb (-0.739, -9.988, 13.911)  1.001
C (-2.512, -12.718, 10.859)  0.000
C (-2.431, -12.216, 12.264)  0.000
C (-3.348, -11.228, 12.688)  0.000
C (-4.214, -10.505, 11.696)  0.000
C (-3.430, -10.840, 14.048)  0.000
C (-4.523, -9.894, 14.428)  0.000
C (-2.761, -11.640, 15.028)  -0.001
C (-3.227, -11.546, 16.470)  0.000
C (-1.806, -12.579, 14.601)  0.000
C (-1.177, -13.612, 15.495)  0.000
C (-1.590, -12.783, 13.197)  0.000
C (-0.579, -13.801, 12.742)  0.000
H (-1.836, -12.143, 10.193)  0.000
H (-3.503, -12.719, 10.410)  0.000
H (-2.268, -13.790, 10.817)  0.000
H (-5.250, -10.724, 11.882)  0.000
H (-4.040, -10.862, 10.672)  0.000
H (-4.087, -9.436, 11.652)  0.000
H (-5.505, -10.422, 14.255)  0.000
H (-4.524, -8.992, 13.807)  0.000
H (-4.672, -9.704, 15.512)  0.000
H (-3.172, -10.485, 16.828)  0.000
H (-2.633, -12.044, 17.250)  0.000
H (-4.300, -11.833, 16.597)  0.000
H (-1.640, -14.547, 15.106)  0.000
H (-1.433, -13.485, 16.533)  0.000
H (-0.095, -13.752, 15.426)  0.000
H (-1.114, -14.733, 12.603)  0.000
H (0.281, -13.966, 13.414)  0.000
H (-0.124, -13.526, 11.754)  0.000
C (2.616, -12.088, 12.788)  0.000
Se (2.156, -10.340, 13.493)  0.000
C (2.331, -9.134, 11.958)  0.000
C (1.635, -9.643, 10.742)  0.000
Se (-0.089, -10.397, 11.150)  -0.001
C (-1.044, -9.546, 9.676)  0.000
H (3.665, -12.127, 12.471)  0.000
H (1.978, -12.492, 12.019)  0.000
H (2.565, -12.746, 13.681)  0.000
H (3.397, -9.017, 11.728)  0.000
H (1.932, -8.150, 12.236)  0.000
H (2.216, -10.393, 10.195)  0.000
H (1.415, -8.867, 10.008)  0.000
H (-0.619, -9.963, 8.779)  0.000
H (-0.893, -8.458, 9.704)  0.000
H (-2.094, -9.810, 9.819)  0.000
Cl (-2.073, -8.370, 15.784)  0.000
C (-2.694, -6.875, 14.990)  0.000
C (-3.303, -5.921, 15.728)  0.000
C (-3.585, -4.695, 15.126)  0.000
C (-3.205, -4.453, 13.825)  0.000
C (-2.559, -5.455, 13.115)  0.000
Cl (-1.957, -5.089, 11.528)  0.000
C (-2.325, -6.750, 13.641)  0.000
S (-1.722, -7.998, 12.634)  0.002
H (-3.543, -6.169, 16.765)  0.000
H (-4.094, -3.972, 15.733)  0.000
H (-3.412, -3.492, 13.395)  0.000
O (2.135, -9.157, 19.620)  0.000
C (1.529, -9.445, 18.476)  0.000
C (0.770, -10.587, 18.298)  0.000
C (0.155, -10.785, 17.108)  0.000
N (0.274, -9.950, 16.047)  -0.001
C (1.028, -8.853, 16.263)  0.000
Br (1.241, -7.631, 14.864)  0.000
C (1.682, -8.575, 17.418)  0.000
H (1.921, -9.865, 20.254)  0.000
H (0.546, -11.280, 19.096)  0.000
H (-0.471, -11.628, 16.880)  0.000
H (2.211, -7.646, 17.665)  0.000